Record 1
ORCA calculation (ωB97M-V/def2-TZVPD) on C2H7N3O in the gas phase.

Values from the calculation:
Lowest unoccupied orbital energy (alpha / beta) (eV): 0.01 / -0.53
E (a.u.): -319.736171
Kohn-Sham gap (alpha / beta) (eV): 7.93 / 7.43
Energy above the lowest of the compared OMol25 structures with the same formula, charge and spin (kJ/mol): 560.8
HOMO energy (alpha / beta) (eV): -7.92 / -7.97
Total charge: 0

Geometry as XYZ:
```
13
Properties=species:S:1:pos:R:3:mulliken_charge:R:1
O -1.448 -0.854 -1.204 -0.525
N -1.424 0.740 0.484 -0.521
N 1.924 0.433 -0.322 -0.714
N 0.329 0.280 1.373 -0.508
C 0.821 -0.192 0.062 0.005
C -0.845 0.296 -0.688 0.122
H -1.986 -0.021 0.874 0.273
H 2.520 -0.182 -0.873 0.259
H 0.386 -0.372 2.159 0.256
H -0.930 -1.164 -1.960 0.320
H -0.661 1.067 -1.440 0.355
H 0.572 1.260 1.499 0.272
H 0.743 -1.292 0.035 0.406
```


Record 2
ORCA calculation (ωB97M-V/def2-TZVPD) on 2 unconnected molecules or ions with the total composition C4H8O2.

Values from the calculation:
Lowest unoccupied orbital energy (eV): 0.65
E (a.u.): -307.640759
Kohn-Sham gap (eV): 9.34
SMILES string: C=C/C=C/O.O
Energy above the lowest of the compared OMol25 structures with the same formula, charge and spin (kJ/mol): 188.2
HOMO energy (eV): -8.69
Total charge: 0

Geometry as XYZ:
```
14
Properties=species:S:1:pos:R:3:mulliken_charge:R:1
O 1.545 -1.309 -0.546 -0.505
O 2.030 0.438 -2.793 -0.664
C -2.235 1.065 1.137 -0.796
C -1.307 0.136 1.343 -0.124
C 0.767 -0.882 0.504 -0.236
C -0.412 -0.321 0.273 -0.116
H -0.794 -0.238 -0.735 0.356
H -2.371 1.513 0.164 0.241
H 1.451 1.198 -2.674 0.306
H 1.206 -1.020 1.483 0.278
H -2.902 1.397 1.919 0.265
H -1.216 -0.272 2.339 0.285
H 1.779 -0.224 -2.131 0.378
H 2.458 -1.480 -0.284 0.331
```


Record 3
ORCA calculation (ωB97M-V/def2-TZVPD) on C2H7PSi in the gas phase.

Values from the calculation:
Lowest unoccupied orbital energy (eV): 0.16
E (a.u.): -711.139247
Kohn-Sham gap (eV): 9.40
SMILES string: [H]/P=C/C[SiH3]
Energy above the lowest of the compared OMol25 structures with the same formula, charge and spin (kJ/mol): 21.3
HOMO energy (eV): -9.24
Total charge: 0

Geometry as XYZ:
```
11
Properties=species:S:1:pos:R:3:mulliken_charge:R:1
P 0.107 -0.237 -2.178 -0.101
Si 0.776 -0.919 1.066 0.466
C -0.813 0.467 -0.885 -0.345
C -0.311 0.459 0.610 -0.629
H 1.228 -1.839 0.078 -0.135
H 0.213 1.480 0.777 0.319
H -1.234 0.590 1.195 0.339
H 1.927 -0.053 1.415 -0.122
H 0.410 -1.243 2.432 -0.129
H -1.649 1.003 -1.286 0.341
H -0.655 0.293 -3.223 -0.005
```


Record 4
ORCA calculation (ωB97M-V/def2-TZVPD) on 2 unconnected molecules or ions with the total composition C4H11N3O2.

Values from the calculation:
Lowest unoccupied orbital energy (eV): 0.79
E (a.u.): -473.766092
Kohn-Sham gap (eV): 9.41
SMILES string: CN=C(N)N.CC(=O)O
Energy above the lowest of the compared OMol25 structures with the same formula, charge and spin (kJ/mol): 96.3
HOMO energy (eV): -8.62
Total charge: 0

Geometry as XYZ:
```
20
Properties=species:S:1:pos:R:3:mulliken_charge:R:1
O 1.607 0.828 -1.244 -0.652
O 1.003 -1.288 -0.963 -0.491
N -0.782 -0.245 0.662 -0.492
N -2.985 0.831 0.740 -0.498
N -1.032 1.907 0.007 -0.344
C 1.888 -0.287 -0.894 0.868
C 3.232 -0.813 -0.371 -0.974
C -1.585 0.702 0.430 0.669
C -1.172 -1.383 1.452 -0.979
H 4.000 -0.345 -0.969 0.312
H -0.443 -1.487 2.258 0.262
H -0.031 1.803 -0.219 0.228
H -3.511 1.636 0.431 0.203
H -1.010 -2.343 0.921 0.249
H 0.009 -1.032 -0.963 0.396
H 3.142 -1.910 -0.355 0.309
H 3.258 -0.556 0.677 0.255
H -2.192 -1.430 1.835 0.354
H -1.561 2.754 -0.031 0.138
H -3.481 -0.040 0.746 0.186
```


Record 5
ORCA calculation (ωB97M-V/def2-TZVPD) on a molecular structure, C53H97BrN2O12S.

Values from the calculation:
Lowest unoccupied orbital energy (eV): -0.78
E (a.u.): -6062.053109
Kohn-Sham gap (eV): 8.01
HOMO energy (eV): -8.79
Total charge: 0

Geometry as XYZ:
```
166
Properties=species:S:1:pos:R:3:mulliken_charge:R:1
Br -0.059 -3.112 0.372 -0.071
S -2.636 -2.308 -3.673 0.175
O 3.241 -0.819 5.505 -0.314
O 1.318 5.358 -4.234 -0.349
O -2.840 -8.953 -4.526 -0.567
O 4.159 -3.489 2.329 -0.474
O 5.620 6.860 -1.693 -0.454
O -0.997 -0.350 3.592 -0.262
O -7.932 -1.043 0.162 -0.312
O 3.043 -1.571 -5.207 -0.431
O -1.773 -0.665 10.091 -0.420
O -5.677 -1.006 -4.286 -0.328
O 2.428 1.957 3.100 -0.333
O 3.588 2.522 -6.268 -0.325
N -2.417 -3.849 -4.230 -0.744
N -1.795 -2.467 -2.294 -0.499
C 0.243 5.875 -3.439 -0.510
C -7.699 0.154 -3.863 -0.656
C 1.440 1.198 2.384 1.334
C 4.447 -1.195 1.803 -0.312
C -2.057 -2.160 4.699 -0.569
C 1.034 -2.092 -4.067 0.698
C -8.580 -0.940 2.440 -0.641
C -1.286 -3.679 -2.172 0.713
C -0.083 -0.966 11.723 -0.631
C 1.643 3.287 1.304 -0.452
C 2.103 -2.632 -5.002 -0.682
C 2.660 0.539 7.359 0.050
C -0.503 -4.248 -1.113 -0.192
C -6.333 0.245 -4.523 -0.476
C 5.646 8.207 -2.177 -0.489
C 4.949 4.255 -7.152 -0.422
C 0.251 3.530 -3.164 0.208
C -2.058 0.182 4.396 -0.575
C 3.526 3.735 -7.035 -0.253
C 4.581 -3.401 0.966 -0.576
C 0.562 -0.473 10.438 -0.456
C -1.541 -0.594 11.502 -0.487
C 4.962 2.122 -6.147 -0.350
C 2.453 3.295 2.591 -0.590
C -1.673 -4.486 -3.353 0.577
C 4.654 6.109 -2.439 -0.080
C 4.859 8.218 -3.478 -0.663
C -4.183 -6.856 -4.278 -1.191
C -1.188 -5.851 -3.327 0.609
C 2.492 -0.349 -4.697 0.095
C -1.578 -6.796 -4.503 -1.503
C -3.005 -0.971 4.688 -0.278
C -0.703 4.714 -3.175 -0.743
C -6.415 -1.743 -3.301 -0.270
C 4.175 0.481 7.253 -0.766
C 5.756 2.969 -7.125 -0.626
C 1.251 3.925 -4.237 -0.270
C -1.070 -1.783 3.607 0.014
C -7.420 -0.780 -2.695 -0.171
C -0.518 -0.773 9.411 -0.141
C -7.132 -1.980 0.894 -0.446
C 3.841 7.114 -3.237 -0.084
C 3.887 -2.169 2.827 0.796
C -0.060 -5.540 -1.142 -0.739
C 1.022 -0.615 -4.422 -0.618
C 0.621 2.194 1.583 -0.730
C -7.196 -1.564 2.354 -0.358
C 2.232 0.086 5.974 0.077
C -0.434 -6.366 -2.309 -0.399
C 4.290 -1.980 0.511 -0.245
C -2.822 -7.610 -4.033 0.460
C 4.379 -0.740 6.370 -0.502
C -8.701 -0.262 1.085 -0.521
H 5.277 2.308 -5.114 0.269
H 0.667 6.260 -2.505 0.230
H -4.773 -6.925 -3.344 0.281
H -9.733 -0.198 0.737 0.309
H 1.346 -2.219 -3.026 -0.046
H 0.750 3.465 -2.192 -0.087
H 1.512 -0.955 10.209 0.378
H 4.334 -2.049 3.809 -0.197
H -0.075 -2.199 3.778 0.116
H -2.544 1.001 3.863 0.265
H 2.184 0.927 5.276 -0.103
H -6.915 -2.576 -3.808 0.220
H -0.191 2.591 2.199 0.248
H 5.049 1.054 -6.349 0.243
H -0.429 -1.796 9.028 0.157
H 3.930 -0.237 1.802 -0.078
H 1.997 3.951 3.342 0.305
H -1.411 4.613 -4.002 0.310
H 5.507 -1.009 2.001 0.380
H 1.680 -2.903 -5.976 0.302
H 1.967 0.496 1.727 -0.227
H 3.017 7.496 -2.629 0.159
H 4.682 0.401 8.214 0.374
H -3.725 -1.079 3.872 0.016
H -4.683 -7.360 -5.123 0.392
H 1.262 -0.419 5.978 -0.023
H -2.730 -7.681 -2.926 0.360
H -6.114 -1.978 0.500 0.247
H -1.271 4.830 -2.252 0.365
H -1.544 -2.217 5.663 0.134
H 3.486 3.609 2.437 0.304
H 3.256 -1.904 0.159 -0.006
H -7.046 -2.396 3.041 0.374
H 0.917 3.607 -5.229 0.115
H 0.614 0.022 -3.638 0.316
H 0.435 -0.456 -5.332 0.342
H 6.680 8.530 -2.306 0.316
H 2.313 -0.176 8.110 -0.255
H -8.306 -1.278 -2.309 0.292
H 4.949 -1.647 -0.291 0.422
H 5.747 2.504 -8.115 0.275
H -0.239 6.699 -3.968 0.310
H 2.275 1.524 7.623 0.471
H -4.008 -5.782 -4.476 0.228
H 3.110 3.490 -8.018 0.266
H -2.547 -3.116 4.517 0.387
H 1.200 4.256 1.075 0.397
H -6.434 -0.808 2.562 0.130
H 4.054 -4.150 0.372 0.290
H 5.512 7.945 -4.312 0.255
H 5.290 -0.679 5.771 0.341
H 5.173 8.846 -1.423 0.253
H 0.835 0.626 3.087 -0.720
H -1.618 0.578 5.318 0.260
H 0.732 0.605 10.497 0.280
H -8.092 1.126 -3.564 0.325
H 6.794 3.107 -6.822 0.358
H 4.041 5.521 -1.753 0.128
H -3.353 -9.449 -3.874 0.357
H -6.394 0.427 -5.597 0.293
H -8.701 -0.249 3.274 0.328
H -5.725 1.036 -4.069 0.273
H 0.185 1.759 0.684 0.427
H -0.691 -7.442 -4.652 0.436
H 4.413 9.187 -3.698 0.372
H -1.742 0.433 11.827 0.271
H -1.420 -2.108 2.622 0.000
H 2.645 0.453 -5.419 -0.069
H -2.229 -1.263 12.020 0.287
H -7.561 -2.978 0.746 0.271
H 2.861 4.446 -6.543 0.078
H 2.245 3.512 -4.057 0.161
H 5.197 4.867 -6.280 0.067
H 2.801 -2.062 2.924 -0.294
H 3.423 6.693 -4.149 0.178
H -3.559 -0.841 5.617 0.376
H 5.110 4.856 -8.046 0.396
H 0.069 -2.583 -4.193 -0.292
H -0.122 -7.416 -2.378 0.429
H 0.540 -5.970 -0.334 0.504
H 4.545 1.376 6.745 0.289
H 5.654 -3.618 0.927 0.300
H -0.499 -0.083 8.566 0.138
H 2.279 2.995 0.464 0.140
H -0.231 2.573 -3.363 0.240
H -6.960 -0.226 -1.878 0.118
H -1.781 -6.186 -5.399 0.388
H -8.416 -0.308 -4.547 0.290
H 4.415 -1.659 6.966 0.281
H -9.336 -1.724 2.535 0.284
H -5.725 -2.152 -2.559 0.158
H 3.029 -0.096 -3.775 0.156
H -8.278 0.749 1.107 0.285
H 0.337 -0.522 12.625 0.373
H 2.619 -3.503 -4.593 0.307
H 5.196 5.422 -3.099 0.118
H 0.019 -2.052 11.798 0.278
```


Copy entry 1 word for word.
ORCA calculation (ωB97M-V/def2-TZVPD) on C2H7N3O in the gas phase.

Values from the calculation:
Lowest unoccupied orbital energy (alpha / beta) (eV): 0.01 / -0.53
E (a.u.): -319.736171
Kohn-Sham gap (alpha / beta) (eV): 7.93 / 7.43
Energy above the lowest of the compared OMol25 structures with the same formula, charge and spin (kJ/mol): 560.8
HOMO energy (alpha / beta) (eV): -7.92 / -7.97
Total charge: 0

Geometry as XYZ:
```
13
Properties=species:S:1:pos:R:3:mulliken_charge:R:1
O -1.448 -0.854 -1.204 -0.525
N -1.424 0.740 0.484 -0.521
N 1.924 0.433 -0.322 -0.714
N 0.329 0.280 1.373 -0.508
C 0.821 -0.192 0.062 0.005
C -0.845 0.296 -0.688 0.122
H -1.986 -0.021 0.874 0.273
H 2.520 -0.182 -0.873 0.259
H 0.386 -0.372 2.159 0.256
H -0.930 -1.164 -1.960 0.320
H -0.661 1.067 -1.440 0.355
H 0.572 1.260 1.499 0.272
H 0.743 -1.292 0.035 0.406
```


Repeat the first record exactly.
ORCA calculation (ωB97M-V/def2-TZVPD) on C2H7N3O in the gas phase.

Values from the calculation:
Lowest unoccupied orbital energy (alpha / beta) (eV): 0.01 / -0.53
E (a.u.): -319.736171
Kohn-Sham gap (alpha / beta) (eV): 7.93 / 7.43
Energy above the lowest of the compared OMol25 structures with the same formula, charge and spin (kJ/mol): 560.8
HOMO energy (alpha / beta) (eV): -7.92 / -7.97
Total charge: 0

Geometry as XYZ:
```
13
Properties=species:S:1:pos:R:3:mulliken_charge:R:1
O -1.448 -0.854 -1.204 -0.525
N -1.424 0.740 0.484 -0.521
N 1.924 0.433 -0.322 -0.714
N 0.329 0.280 1.373 -0.508
C 0.821 -0.192 0.062 0.005
C -0.845 0.296 -0.688 0.122
H -1.986 -0.021 0.874 0.273
H 2.520 -0.182 -0.873 0.259
H 0.386 -0.372 2.159 0.256
H -0.930 -1.164 -1.960 0.320
H -0.661 1.067 -1.440 0.355
H 0.572 1.260 1.499 0.272
H 0.743 -1.292 0.035 0.406
```